Record 1
DFT (wB97M-V/def2-TZVPD) results for ILi2 as an isolated structure.

Results
energy = -8506.7465 eV
total charge = +1
gap between HOMO and LUMO = 8.81 eV
E_LUMO = -4.271 eV
spin multiplicity = 1

Geometry (Å):
Li (-0.215, 2.548, -0.463)
Li (0.135, -2.564, 0.380)
I (0.080, 0.017, 0.083)

Cartesian forces (eV/Å) of the 2 atoms listed first:
Li 0.02 -0.29 0.05
Li -0.02 0.28 -0.04



Record 2
DFT (wB97M-V/def2-TZVPD) results for ITi as an isolated structure at a distorted geometry.

Results
energy = -31212.9101 eV
gap between HOMO and LUMO (spin up / spin down) = 6.58 / 7.74 eV
E_LUMO (spin up / spin down) = -0.850 / -1.006 eV
spin multiplicity = 4

Geometry (Å):
Ti (0.681, 12.697, -26.084)
I (2.846, 14.501, -25.287)

Cartesian forces, eV/Å:
Ti 1.02 0.85 0.37
I -1.02 -0.85 -0.37



Record 3
DFT (wB97M-V/def2-TZVPD) results for IZn as an isolated structure at a distorted geometry.

Results
energy = -56509.6826 eV
total charge = +1
gap between HOMO and LUMO = 6.24 eV
E_LUMO = -8.767 eV
spin multiplicity = 1

Geometry (Å):
Zn (2.765, 9.808, -18.004)
I (4.114, 11.888, -19.078)

Cartesian forces, eV/Å:
Zn 1.06 1.64 -0.85
I -1.06 -1.64 0.85



Taking the records one at a time from the top gives M values of 140.8; 174.8; 192.3 g/mol.